Below is a molecular structure, C39H55Cl5N2OP2SSi2TeTi, with properties calculated with wB97M-V/def2-TZVPD.

HOMO-LUMO gap ... 5.9 eV
Energy above the lowest of the compared OMol25 structures with the same formula, charge and spin ... 55.89 kcal/mol
Total charge ... 0
LUMO energy ... -0.1 eV

Atoms and positions in Å:
H (-2.8111, -1.6527, 1.2650)
H (-4.5730, 4.7378, 0.1447)
H (-0.0882, -3.6020, -4.1613)
C (-2.5854, -1.8608, 0.2181)
S (0.6250, -1.7034, 2.8561)
C (0.2976, -5.5985, -1.5740)
Ti (0.0984, 0.6958, 0.6514)
H (1.0978, -6.3218, -1.7327)
N (3.0738, 0.9091, 0.9731)
C (5.0316, -0.8855, 3.3731)
Te (1.2267, -3.6978, -1.1850)
Cl (-0.7415, 3.0727, -1.7683)
C (0.4451, 4.3142, 2.8699)
H (-2.0961, -7.4087, -4.2317)
H (-1.6935, -0.0041, -2.9780)
C (2.7665, -0.6484, 4.1344)
C (2.8232, 0.3657, -0.2767)
H (5.7745, -3.7836, -3.7905)
C (3.8869, -0.1901, -0.9966)
H (-3.3547, -4.7899, -2.9480)
H (-1.7580, -2.5720, 0.1808)
C (3.2241, 2.8717, 2.8957)
H (-4.2680, -0.1195, -1.3596)
H (1.1749, -3.8033, 1.8605)
C (2.4630, -0.4086, -2.9279)
C (1.9808, 2.3158, 2.4236)
C (0.5455, -3.4788, 2.6868)
H (5.3263, -2.0885, 1.6134)
C (-0.4011, 2.0884, 2.0663)
H (-2.3517, -3.8182, -1.8712)
H (-2.9002, -5.4149, -1.3594)
C (4.1171, -0.3539, 4.2669)
Cl (-1.5326, 0.8966, 2.8003)
C (4.9984, -3.8386, -0.6094)
C (3.9175, -6.5420, -1.5330)
P (-2.0516, -0.3212, -0.6147)
H (-0.6266, 4.4595, 3.0410)
C (-4.5067, 3.7063, -0.2036)
H (2.3286, -0.6607, -3.9730)
C (1.1768, 4.9985, 4.0008)
C (-0.8468, 2.4639, 0.7923)
C (-1.3182, -7.3556, -3.4674)
N (1.9558, 1.3880, 1.4740)
C (-1.8740, -0.8737, -2.3452)
C (0.7636, 4.9608, 1.5085)
C (3.2712, -1.9945, 2.1785)
H (-1.3292, -4.4378, -5.0981)
Si (4.2970, -4.7846, -2.0643)
H (-5.4746, 3.4077, -0.6169)
O (0.3731, -1.2155, 1.4228)
H (-5.5486, 3.8012, 2.6772)
H (0.8725, -3.9119, 3.6311)
H (-3.7491, 3.6782, -0.9870)
H (0.5960, 5.7172, 4.5646)
H (3.1846, -6.5546, -0.7229)
H (2.8196, 5.3836, 5.1824)
C (4.6124, -1.7023, 2.3285)
C (0.3765, 4.5877, 0.2665)
H (-3.4625, 1.4358, -1.4315)
H (3.5228, -7.1355, -2.3606)
C (5.5400, -4.8002, -3.4676)
H (0.4397, 0.2012, -2.6782)
H (-0.2003, -5.8805, -0.6418)
H (6.4751, -5.2774, -3.1674)
H (4.0964, 2.3636, 2.5050)
H (2.9346, -2.9507, -3.0622)
H (4.8604, -0.2519, -0.5236)
C (-4.4090, 0.9816, 0.4782)
C (3.4201, 3.9088, 3.7345)
C (1.3959, 0.0876, -2.1801)
H (-0.4950, -3.7375, 2.4965)
C (-3.6459, 0.5747, -0.7841)
C (-0.4686, -4.5869, -4.4419)
H (-1.6384, -7.9677, -2.6218)
H (-5.4618, 2.0868, 3.0750)
C (0.6444, 2.7669, 2.9129)
Cl (0.8177, 5.5786, -1.0890)
H (5.9952, -4.2089, -0.3592)
C (2.7324, -3.9523, -2.6839)
Cl (0.4371, 2.2573, 4.6679)
H (-6.4255, 2.6216, 1.6771)
H (-1.0230, -1.5514, -2.4326)
H (2.2626, -4.5197, -3.4892)
H (-0.4147, -7.8084, -3.8815)
H (4.3649, -3.9598, 0.2715)
C (-5.5115, 2.7986, 2.2500)
H (5.1520, -5.3415, -4.3329)
H (-4.3072, 0.2204, 1.2569)
H (-5.4736, 1.0167, 0.2199)
H (2.9279, -2.5689, 1.3256)
Cl (1.6340, 6.4567, 1.6381)
H (4.5433, -0.9538, -2.8831)
C (2.3660, -1.4805, 3.1023)
C (2.4449, 4.7911, 4.3543)
P (-3.9992, 2.6410, 1.2088)
H (6.0818, -0.6448, 3.4750)
Si (-0.9918, -5.5843, -2.9445)
H (4.4522, 4.1327, 3.9799)
H (4.4462, 0.3090, 5.0555)
H (5.0741, -2.7704, -0.8275)
H (-3.4607, -2.2963, -0.2671)
H (0.3007, -5.0976, -5.0248)
C (-2.5470, -4.8337, -2.2145)
H (2.0334, -0.2091, 4.7991)
C (3.7044, -0.5636, -2.3164)
C (-0.3833, 3.3745, -0.0615)
H (-2.7840, -1.3730, -2.6804)
H (4.8191, -7.0399, -1.1702)
C (1.5277, 0.4648, -0.8484)